Here is an isolated molecule of C8H10N4O2S in a non-equilibrium geometry from OMol25. Energies are from ωB97M-V with the def2-TZVPD basis set.

Properties
Structure (SMILES): [H]/N=[N+](\[O-])C(=S)/N=N\C(=O)[C@@H]1CC=CCC1
Spin multiplicity: 1
Total charge: 0
Kohn-Sham gap (spin up / spin down), eV: 7.685 / 7.685
Max |F|, eV/A: 3.57
Calculated total energy, a.u.: -1078.32453
ΔE to the lowest compared entry with this formula, charge and spin, kJ/mol: 0.0

Geometry as XYZ:
```
25
Properties=species:S:1:pos:R:3:forces:R:3
H 0.235420 0.056198 -4.077771 -0.603 0.119 -0.096
N -0.124710 -0.456320 -3.269034 1.543 -0.233 0.190
N -1.356218 -0.455179 -3.191268 -0.642 -0.641 1.292
O -2.220861 0.047010 -3.867916 0.013 0.205 -0.351
C -1.875926 -1.278253 -1.905104 -2.813 1.329 -1.751
S -3.484233 -1.507138 -1.794211 0.700 0.217 0.227
N -0.984364 -1.948275 -1.265486 1.630 -0.877 0.812
N -0.428341 -2.141873 -0.214254 0.129 -1.384 -1.336
C -0.320252 -1.392633 0.950371 0.369 1.313 0.996
O -1.120178 -1.458270 1.838852 -0.214 -0.155 -0.160
C 1.041709 -0.704476 1.005115 -0.029 0.074 0.275
C 1.226373 -0.050256 2.375791 -0.035 -0.163 -0.079
C 0.564685 1.289419 2.464289 0.105 -0.049 0.131
C 0.046909 1.932139 1.431974 -0.142 0.122 -0.125
C 0.076812 1.397904 0.032776 0.212 -0.077 -0.028
C 1.160362 0.333113 -0.116838 -0.192 -0.090 -0.158
H 1.790428 -1.489555 0.857879 -0.070 0.025 0.001
H 2.293851 0.056266 2.587494 0.015 -0.055 0.007
H 0.804507 -0.700825 3.146113 0.110 0.012 -0.006
H 0.524593 1.720896 3.453663 -0.058 0.153 0.098
H -0.437232 2.887254 1.568331 -0.073 0.137 0.142
H -0.910393 0.983673 -0.208127 -0.048 0.025 -0.120
H 0.257647 2.214401 -0.670499 -0.072 -0.059 -0.026
H 1.101558 -0.142878 -1.099449 0.080 0.066 0.089
H 2.137855 0.807658 -0.032692 0.085 -0.015 -0.021
```
Forces are in eV/Å.